1.
{
  "formula": "C29H48N4O10P",
  "method": "wB97M-V/def2-TZVPD",
  "species": ["C", "C", "C", "O", "O", "C", "C", "C", "N", "C", "C", "N", "C", "C", "C", "C", "C", "C", "N", "C", "C", "C", "O", "C", "O", "C", "N", "P", "C", "C", "H", "H", "H", "H", "H", "H", "H", "H", "H", "H", "H", "H", "H", "H", "H", "H", "H", "H", "H", "H", "H", "H", "H", "H", "H", "H", "H", "H", "H", "H", "H", "H", "H", "H", "H", "H", "C", "C", "C", "O", "C", "O", "O", "H", "H", "H", "H", "H", "H", "C", "C", "C", "O", "C", "O", "O", "H", "H", "H", "H", "H", "H"],
  "coordinates": [[4.11, 3.20, 0.80], [3.75, 3.09, -0.72], [2.27, 2.73, -0.77], [1.91, 1.66, -0.38], [1.44, 3.68, -1.22], [0.33, 3.17, -1.96], [-1.01, 3.41, -1.23], [-1.59, 2.10, -0.70], [-1.37, 1.68, 0.69], [-0.36, 2.11, 1.69], [-0.23, 3.62, 1.91], [0.87, 4.09, 2.28], [-2.17, 0.74, 1.03], [-3.05, 0.41, -0.15], [-4.33, -0.44, 0.02], [-4.40, -1.30, 1.30], [-3.18, -2.25, 1.53], [-2.49, -2.73, 0.25], [-1.14, -2.11, 0.10], [-0.22, -2.65, 1.12], [-0.64, -2.36, -1.20], [0.60, -3.20, -1.47], [-1.19, -1.87, -2.13], [-3.11, 1.81, -0.80], [-3.50, 1.66, -2.21], [-4.79, 1.79, -2.42], [-5.85, 1.67, -2.78], [-4.35, 3.04, -0.07], [-3.55, 4.62, 0.47], [-5.10, 2.37, 1.51], [5.17, 3.42, 0.96], [3.78, 2.26, 1.25], [3.45, 3.97, 1.20], [3.89, 4.09, -1.16], [4.36, 2.35, -1.24], [0.44, 2.12, -2.24], [0.31, 3.72, -2.91], [-0.94, 4.23, -0.51], [-1.70, 3.76, -2.01], [-1.14, 1.28, -1.29], [0.60, 1.63, 1.47], [-0.68, 1.69, 2.65], [-1.04, 4.33, 1.76], [1.55, 3.32, 2.37], [-2.21, 0.25, 1.99], [-2.42, -0.23, -0.80], [-4.39, -1.07, -0.87], [-5.25, 0.15, -0.01], [-5.31, -1.90, 1.23], [-4.53, -0.64, 2.17], [-2.50, -1.80, 2.25], [-3.57, -3.14, 2.04], [-3.09, -2.63, -0.65], [-2.30, -3.81, 0.36], [-0.52, -2.37, 2.14], [-0.25, -3.75, 1.09], [0.80, -2.28, 1.00], [1.45, -2.65, -1.05], [0.77, -3.27, -2.54], [0.58, -4.18, -0.98], [-3.05, 4.47, 1.44], [-2.92, 5.09, -0.28], [-4.37, 5.33, 0.66], [-4.42, 1.73, 2.08], [-6.01, 1.83, 1.23], [-5.32, 3.24, 2.14], [-0.74, -7.21, -5.90], [-1.32, -6.88, -4.55], [-1.41, -5.41, -4.23], [-1.39, -5.42, -2.79], [-0.70, -6.53, -2.42], [-0.34, -6.75, -1.30], [-0.47, -7.34, -3.48], [-0.33, -8.22, -5.91], [-1.51, -7.14, -6.67], [0.07, -6.53, -6.17], [-2.29, -7.37, -4.42], [-2.32, -4.94, -4.60], [-0.54, -4.84, -4.58], [6.86, 0.02, 4.08], [7.45, 1.19, 3.32], [8.37, 2.07, 4.12], [8.26, 3.31, 3.41], [7.04, 3.34, 2.84], [6.56, 4.30, 2.32], [6.43, 2.13, 2.94], [5.94, -0.32, 3.61], [7.57, -0.81, 4.11], [6.62, 0.29, 5.11], [7.93, 0.83, 2.41], [9.39, 1.72, 4.14], [8.02, 2.24, 5.15]],
  "lumo_energy_ev": -3.590,
  "fmax_ev_per_a": 2.9,
  "multiplicity": 1,
  "charge": 1,
  "total_energy_ha": -2446.292991
}

2.
{
  "formula": "C36H50N10O6",
  "method": "wB97M-V/def2-TZVPD",
  "species": ["C", "C", "N", "C", "C", "N", "C", "C", "H", "H", "H", "H", "H", "H", "H", "H", "H", "H", "H", "C", "C", "N", "C", "C", "N", "C", "C", "H", "H", "H", "H", "H", "H", "H", "H", "H", "H", "H", "C", "N", "C", "C", "C", "C", "C", "C", "C", "C", "N", "C", "C", "C", "H", "H", "H", "H", "H", "H", "H", "H", "H", "H", "H", "H", "H", "H", "C", "N", "C", "C", "C", "C", "C", "C", "C", "C", "N", "C", "C", "C", "H", "H", "H", "H", "H", "H", "H", "H", "H", "H", "H", "H", "H", "H", "N", "O", "O", "O", "N", "O", "O", "O"],
  "coordinates": [[-3.15, -1.17, -3.43], [-4.70, -1.29, -3.75], [-5.12, -2.72, -3.66], [-5.10, -3.45, -2.51], [-5.31, -4.78, -2.93], [-5.52, -4.77, -4.35], [-5.47, -3.48, -4.76], [-5.78, -5.89, -5.24], [-2.85, -0.12, -3.36], [-2.65, -1.52, -4.33], [-2.91, -1.76, -2.54], [-4.90, -0.82, -4.71], [-5.36, -0.74, -3.08], [-4.84, -3.04, -1.55], [-5.31, -5.73, -2.42], [-5.57, -3.25, -5.81], [-5.04, -5.98, -6.03], [-6.81, -5.78, -5.60], [-5.73, -6.78, -4.62], [0.96, -3.70, -2.10], [0.05, -3.06, -3.13], [0.80, -2.72, -4.40], [1.56, -3.53, -5.19], [1.99, -2.83, -6.30], [1.49, -1.56, -6.27], [0.78, -1.49, -5.06], [1.58, -0.53, -7.23], [1.22, -4.74, -2.31], [0.46, -3.77, -1.13], [1.93, -3.22, -1.95], [-0.54, -2.24, -2.72], [-0.68, -3.75, -3.54], [1.85, -4.55, -4.97], [2.67, -3.06, -7.10], [0.24, -0.63, -4.70], [0.68, 0.09, -7.20], [1.71, -0.96, -8.22], [2.45, 0.06, -6.94], [-1.88, 7.42, 5.85], [-2.02, 6.02, 5.18], [-3.14, 5.34, 5.36], [-3.28, 4.03, 4.87], [-2.30, 3.56, 4.04], [-1.18, 4.34, 3.77], [-0.98, 5.52, 4.48], [-2.26, 2.17, 3.56], [-3.41, 1.58, 2.97], [-3.34, 0.28, 2.47], [-2.19, -0.39, 2.40], [-1.05, 0.20, 2.91], [-1.03, 1.46, 3.44], [-2.28, -1.72, 1.78], [-1.01, 7.89, 5.40], [-1.75, 7.18, 6.91], [-2.87, 7.86, 5.70], [-3.91, 5.79, 5.96], [-4.23, 3.54, 5.01], [-0.52, 3.93, 3.02], [-0.09, 6.12, 4.34], [-4.38, 2.07, 3.00], [-4.26, -0.02, 2.00], [-0.19, -0.42, 2.72], [-0.11, 1.98, 3.64], [-1.25, -2.08, 1.71], [-2.72, -1.60, 0.79], [-2.95, -2.32, 2.38], [2.97, 0.16, -2.35], [3.44, 0.41, -1.06], [3.34, -0.58, -0.17], [3.90, -0.48, 1.13], [4.58, 0.74, 1.46], [4.79, 1.69, 0.47], [4.16, 1.50, -0.77], [5.03, 0.89, 2.85], [4.12, 1.00, 3.93], [4.58, 0.83, 5.25], [5.86, 0.98, 5.54], [6.83, 0.99, 4.59], [6.43, 0.96, 3.24], [6.15, 0.99, 6.98], [3.49, 0.68, -3.15], [1.97, 0.59, -2.36], [3.05, -0.91, -2.53], [2.84, -1.46, -0.55], [3.77, -1.37, 1.72], [5.37, 2.59, 0.61], [4.25, 2.18, -1.61], [3.08, 1.18, 3.72], [3.92, 0.80, 6.11], [7.84, 1.17, 4.95], [7.15, 0.97, 2.43], [7.21, 0.71, 7.00], [5.52, 0.26, 7.48], [5.95, 2.00, 7.34], [0.89, 2.58, 0.48], [1.15, 2.63, -0.74], [-0.25, 2.76, 0.77], [1.74, 2.38, 1.28], [-0.89, -0.13, -1.17], [-2.05, 0.10, -0.85], [-0.23, -0.83, -0.45], [-0.49, 0.60, -2.10]],
  "lumo_energy_ev": -9.258,
  "fmax_ev_per_a": 6.1,
  "multiplicity": 1,
  "charge": 4,
  "total_energy_ha": -2399.184851
}

no.,gap between HOMO and LUMO (eV),HOMO energy (eV)
1,7.73,-11.3
2,5.75,-15.0